The following is a DFT calculation (ωB97M-V with the def2-TZVPD basis set) of a cluster of 11 separate species, C66H165N11O22 in total.

XYZ file:
```
264
Properties=species:S:1:pos:R:3:forces:R:3
C -7.02961 1.54945 2.67444 0.4 0.7 0.1
O -6.16623 2.07218 1.66572 0.5 0.6 0.4
C -5.14302 2.93271 2.24487 -0.7 0.3 -0.6
C -4.32549 3.68238 1.13707 -0.5 -1.0 0.4
N -5.11407 4.50879 0.19734 0.7 -0.7 0.3
C -5.55769 5.77156 0.78834 0.3 -0.1 0.1
C -6.15123 6.76796 -0.22438 -0.7 -0.6 1.5
O -6.59421 7.93975 0.49402 0.9 -0.4 -1.3
C -7.21971 8.89194 -0.39228 -0.3 -0.6 1.7
H -6.45762 0.98406 3.41015 0.0 -0.4 -0.1
H -7.84069 0.97151 2.23146 0.4 -0.1 -0.2
H -7.49199 2.36010 3.23761 -0.1 0.3 0.0
H -4.49702 2.33969 2.89225 0.3 -0.1 -0.1
H -5.64104 3.65908 2.88711 -0.1 0.2 0.1
H -3.79051 2.88862 0.61569 -0.1 0.0 -0.6
H -3.50466 4.22451 1.60657 -0.3 0.5 0.2
H -5.87348 3.88971 -0.04789 -0.5 0.3 -0.3
H -4.63473 6.18720 1.19266 -0.1 0.4 0.2
H -6.24032 5.58460 1.61730 -0.3 0.4 0.1
H -7.06118 6.32925 -0.63378 0.1 -0.3 -0.6
H -5.39102 6.92600 -0.98938 -0.1 0.5 -0.2
H -7.16752 9.81502 0.18504 0.5 0.4 -0.7
H -8.29177 8.69734 -0.42263 -0.2 -0.4 -0.4
H -6.79175 8.86034 -1.39426 0.1 0.4 0.1
C 3.02023 8.33392 4.67579 0.2 0.4 -0.8
O 1.82737 8.57166 3.91860 0.0 -0.6 0.0
C 2.03043 9.17493 2.63290 -0.1 -1.0 0.0
C 2.88292 8.30949 1.67939 0.6 -0.6 0.3
N 2.40283 6.93801 1.37374 0.3 1.0 -0.8
C 3.22682 6.26524 0.30514 0.0 0.0 1.7
C 4.69537 5.94520 0.66499 -1.8 0.0 -0.9
O 4.67511 5.22137 1.84164 0.3 -0.1 1.1
C 5.93401 4.64119 2.03221 0.3 -0.5 0.6
H 2.82476 7.88756 5.65081 -0.5 0.2 -0.2
H 3.58934 9.25909 4.76674 0.0 0.4 0.3
H 3.71386 7.66203 4.17028 -0.1 -0.4 -0.2
H 2.44292 10.16460 2.82910 0.5 0.1 -0.5
H 1.06430 9.32046 2.14967 -0.3 -0.1 0.4
H 3.85118 8.18766 2.16491 0.5 0.4 -0.2
H 3.04200 8.76311 0.70112 -0.1 0.5 0.2
H 2.52726 6.40326 2.22147 -0.1 -0.4 0.1
H 3.28161 6.76472 -0.66213 -0.7 0.4 0.1
H 2.70312 5.31220 0.23068 0.2 -0.2 -0.6
H 5.34120 6.82158 0.71948 0.1 0.1 0.0
H 5.01029 5.27604 -0.13572 0.5 0.1 -0.4
H 6.00367 4.21681 3.03379 -0.2 0.1 0.0
H 6.73537 5.37172 1.92157 0.1 0.1 -0.1
H 6.08169 3.83099 1.31817 0.2 -0.1 -0.2
C -5.16577 -2.61120 -3.84727 -0.9 -0.3 -0.2
O -5.50600 -3.99448 -3.75353 0.3 0.3 0.3
C -4.50054 -4.84640 -3.23853 0.1 0.0 1.3
C -4.48900 -4.93244 -1.64935 0.7 -1.8 -0.6
N -3.64480 -6.13813 -1.21616 -1.8 1.4 -0.3
C -3.33013 -6.24127 0.23594 1.1 0.0 -2.2
C -2.06944 -7.11838 0.38568 0.4 0.9 1.6
O -0.80295 -6.61549 -0.11791 -0.9 -0.4 -1.0
C -0.18384 -5.59423 0.61490 -0.3 0.8 1.0
H -6.04123 -2.11515 -4.26631 0.0 -0.1 -0.3
H -4.33771 -2.46885 -4.54165 0.3 0.1 0.2
H -5.04845 -2.09158 -2.89630 0.6 -0.3 0.3
H -3.50658 -4.57313 -3.59276 0.3 0.5 0.0
H -4.64304 -5.82403 -3.69899 -0.4 -0.2 0.4
H -5.50794 -5.09429 -1.29769 -0.1 0.1 -0.1
H -4.10456 -4.02943 -1.17512 0.0 0.3 -0.1
H -2.90306 -6.23246 -1.89515 0.6 -0.1 0.8
H -4.14991 -6.72366 0.76826 -0.1 -0.2 -0.1
H -3.22334 -5.25533 0.68828 0.3 0.2 0.1
H -2.27139 -8.12817 0.02841 0.4 0.2 -0.7
H -1.91235 -7.24348 1.45702 -0.1 -0.1 0.4
H -0.80092 -4.72314 0.83514 -0.7 0.0 -0.2
H 0.66243 -5.11966 0.11820 0.1 -0.8 -0.6
H 0.15500 -5.91364 1.60043 0.2 -0.5 0.1
C 2.02693 -2.97271 -2.29538 -0.2 0.3 0.1
O 3.22055 -3.73855 -2.39394 0.5 1.6 1.9
C 3.15408 -4.90226 -3.13200 -0.1 -1.2 -1.3
C 4.53198 -5.68644 -3.24454 -2.1 1.3 -0.6
N 5.01562 -6.13630 -1.94757 -0.1 1.0 -1.0
C 6.36343 -6.68443 -1.94009 -0.9 -1.3 0.3
C 6.53095 -8.00440 -2.72892 0.3 1.6 -0.9
O 6.54835 -7.78504 -4.19158 -0.5 -0.2 1.4
C 6.39706 -9.02032 -4.86137 0.3 -0.4 0.2
H 1.76088 -2.44434 -3.21088 -0.3 -1.0 -0.7
H 2.04049 -2.07450 -1.67802 1.4 -0.2 0.8
H 1.22484 -3.51255 -1.79207 -0.3 -0.5 -0.6
H 2.77637 -4.59878 -4.10839 0.6 -0.2 -0.8
H 2.33878 -5.56455 -2.84085 0.0 -0.3 0.9
H 5.16053 -4.98493 -3.79310 0.7 0.1 0.2
H 4.35328 -6.49884 -3.94893 0.0 -0.2 0.3
H 5.12664 -5.26131 -1.45548 -0.4 0.1 0.7
H 6.42264 -6.94837 -0.88419 0.7 -0.4 0.1
H 7.16631 -5.96230 -2.08841 0.1 0.1 -0.7
H 5.73839 -8.72007 -2.51036 0.0 0.1 0.2
H 7.49977 -8.35015 -2.36845 0.2 -0.6 -0.4
H 6.29807 -8.91466 -5.94171 0.5 0.5 0.1
H 5.51594 -9.60338 -4.59350 -0.4 0.3 0.5
H 7.24004 -9.65240 -4.58212 0.3 -0.2 -0.4
C -0.83156 -8.99685 -3.47180 0.9 -0.3 -0.5
O -0.35114 -7.92613 -4.24910 -0.3 1.0 0.7
C -0.47277 -6.67397 -3.56432 0.8 0.6 -2.1
C 0.05719 -5.62560 -4.54672 -0.6 -0.1 -0.6
N -0.69045 -5.50281 -5.83812 0.2 0.0 1.4
C -0.08662 -4.47467 -6.67823 0.0 0.2 0.1
C -0.44561 -3.01789 -6.25311 0.6 -1.6 0.3
O 0.58240 -2.47496 -5.40435 -0.2 -0.9 -1.8
C 0.39571 -1.11827 -5.18511 0.4 0.7 0.6
H -0.59309 -9.86094 -4.09194 -0.8 -0.3 0.0
H -1.88073 -8.84496 -3.21827 -0.1 -0.4 0.0
H -0.21557 -9.14956 -2.58561 -0.1 0.3 0.5
H 0.18905 -6.61644 -2.70014 -0.3 -0.3 0.4
H -1.50147 -6.38536 -3.34849 -0.2 -0.5 0.3
H 1.09340 -5.87927 -4.77037 0.3 0.1 0.1
H 0.00309 -4.66185 -4.04039 0.3 0.2 0.0
H -0.64163 -6.40910 -6.28125 0.0 0.0 -0.2
H -0.36759 -4.66273 -7.71446 -0.5 0.2 0.0
H 0.99853 -4.56995 -6.71650 0.5 0.2 0.3
H -1.35699 -3.06026 -5.65671 -0.4 0.1 -0.2
H -0.58844 -2.46833 -7.18353 0.1 0.6 0.2
H 1.38197 -0.69324 -4.99870 0.0 0.0 0.7
H -0.29218 -1.02643 -4.34459 0.0 0.7 0.1
H 0.04360 -0.50418 -6.01397 -0.4 -0.4 -0.5
C 1.58731 -8.51255 3.13768 -0.5 0.2 0.4
O 2.43987 -7.45790 2.65261 -0.7 -1.6 0.6
C 3.74976 -7.94705 2.38670 0.4 1.1 -0.2
C 4.43167 -6.91887 1.48409 -0.6 0.8 0.2
N 4.90011 -5.65800 2.11723 0.1 0.1 1.2
C 4.03818 -5.00475 3.12924 -0.5 -0.2 -0.7
C 2.82996 -4.27651 2.53884 -0.3 0.6 0.4
O 3.19006 -2.95996 2.13004 0.4 0.1 -0.7
C 2.14779 -2.22563 1.50549 0.0 0.1 0.6
H 0.53942 -8.32356 2.90463 0.1 0.3 -0.7
H 1.50891 -8.63587 4.21784 0.8 0.5 0.4
H 1.84705 -9.51297 2.79155 0.2 0.1 -0.5
H 3.68912 -8.92445 1.90804 0.0 0.0 -0.3
H 4.34932 -8.08508 3.28646 -0.1 0.0 0.4
H 3.68977 -6.59901 0.75239 0.0 -0.7 -0.5
H 5.29022 -7.39204 1.00753 -0.1 0.1 -0.1
H 4.94123 -4.93044 1.41789 0.5 -0.2 -0.6
H 4.60137 -4.22556 3.64282 0.3 -0.2 0.1
H 3.65752 -5.72539 3.85304 0.2 0.0 0.0
H 2.09955 -4.14684 3.33745 -0.5 -0.3 0.1
H 2.37763 -4.79922 1.69606 0.0 -0.3 0.0
H 2.56689 -1.35107 1.00789 0.3 -0.2 -0.2
H 1.45197 -1.81383 2.23650 -0.2 -0.2 0.3
H 1.53991 -2.80791 0.81302 0.2 -0.2 -0.2
C 1.08345 2.40424 5.55042 0.5 0.6 -0.2
O 2.04075 3.32830 6.07207 -0.2 -0.3 0.2
C 2.85395 3.94683 5.09491 0.6 -0.1 -0.4
C 4.05215 4.62125 5.73645 -1.0 -0.5 0.2
N 3.61381 5.61965 6.68180 0.6 0.6 -0.7
C 4.79766 6.30684 7.20955 -0.8 -0.2 1.2
C 5.57085 5.59101 8.34628 1.2 0.3 -1.5
O 6.52875 4.61647 7.77288 -0.8 1.9 0.5
C 7.31072 3.92988 8.72002 -0.1 -1.2 -0.2
H 0.66094 1.79660 6.35064 0.0 0.4 0.1
H 1.54482 1.71845 4.83984 0.2 -0.1 -0.1
H 0.31029 2.95247 5.01211 -0.3 0.0 0.0
H 2.35111 4.69375 4.48062 -0.6 0.1 0.1
H 3.24658 3.19229 4.41329 0.0 -0.3 -0.2
H 4.61549 5.14875 4.96671 0.3 -0.5 -0.1
H 4.60207 3.85777 6.28670 0.7 -0.2 -0.5
H 3.03926 5.10347 7.33260 0.1 0.5 0.8
H 4.50473 7.29350 7.56843 -0.4 0.0 0.6
H 5.46928 6.63659 6.41689 0.1 -0.8 -0.3
H 4.90616 5.17881 9.10548 -0.1 -0.5 -0.1
H 6.12996 6.40036 8.81579 0.4 -0.1 0.3
H 7.74226 4.43771 9.58256 -0.8 0.7 0.2
H 8.21848 3.53039 8.26782 -0.2 0.0 -0.7
H 6.69368 3.07372 8.99267 0.3 -0.2 0.8
C -2.17237 4.71116 -1.61388 -1.7 0.0 -1.4
O -1.60327 3.90716 -2.63222 0.2 -0.5 0.3
C -0.33699 4.32707 -3.11206 -0.4 -0.5 -0.1
C 0.28155 3.29328 -4.04819 0.4 -0.4 0.4
N 0.88985 2.15970 -3.35426 0.2 -0.5 -0.2
C 2.08037 2.46009 -2.57728 0.3 -1.3 0.4
C 2.85227 1.13089 -2.23652 0.5 0.2 0.4
O 3.60281 0.57173 -3.30615 -0.4 0.7 -1.0
C 4.53963 -0.46389 -2.99053 -0.9 0.8 0.1
H -2.46826 5.66551 -2.04950 1.1 0.9 0.3
H -1.69182 4.73070 -0.63572 0.3 0.1 -0.2
H -3.20969 4.38566 -1.53575 0.1 -0.9 0.7
H 0.27343 4.48968 -2.22378 0.5 0.3 -0.2
H -0.45159 5.23327 -3.70684 0.0 0.4 0.2
H 1.01841 3.83456 -4.64162 0.4 0.2 -0.1
H -0.41838 2.88038 -4.77463 -0.4 0.2 0.2
H 1.20894 1.45897 -4.00791 -0.5 -0.1 -0.5
H 1.70274 2.91377 -1.66095 0.7 0.0 0.3
H 2.77365 3.13054 -3.08518 0.2 0.3 -0.1
H 2.15896 0.36930 -1.87961 -0.4 0.0 0.1
H 3.58286 1.27508 -1.44057 -0.2 0.5 0.4
H 4.83709 -0.84710 -3.96663 0.1 -0.3 0.3
H 4.05993 -1.20470 -2.35084 0.1 -0.4 -0.2
H 5.40428 -0.07044 -2.45604 0.2 0.2 0.0
C -6.59641 7.35695 -4.91275 0.5 0.2 0.9
O -5.49213 6.60923 -5.43369 -0.9 -0.2 -0.2
C -5.19932 5.45094 -4.63177 0.6 0.5 -0.7
C -4.23109 4.48826 -5.36644 -0.7 -0.6 0.8
N -3.82657 3.32462 -4.48499 0.0 0.7 -2.0
C -4.86482 2.68489 -3.67188 0.1 0.7 -0.1
C -4.32745 1.42139 -2.98378 -0.4 1.2 0.0
O -5.29799 0.70035 -2.20836 0.3 -0.1 -1.4
C -5.89333 1.38705 -1.12899 0.5 -0.1 -0.1
H -7.44404 6.74435 -4.60560 0.0 -0.4 -0.1
H -6.99670 8.17172 -5.51610 0.5 -0.5 -0.9
H -6.26198 7.90645 -4.03280 0.1 -0.1 0.5
H -6.12413 4.94014 -4.36361 -0.1 -0.1 0.0
H -4.70031 5.78803 -3.72323 0.0 0.0 0.4
H -3.36342 5.02806 -5.74571 0.3 0.0 0.6
H -4.67557 4.15557 -6.30445 -0.5 -0.4 0.1
H -2.99285 3.60376 -3.98791 -0.2 -0.3 0.5
H -5.70041 2.35292 -4.28806 -0.1 0.3 -0.3
H -5.21516 3.45498 -2.98462 -0.5 -0.4 0.6
H -3.46754 1.77060 -2.41220 0.2 -0.4 0.6
H -3.95131 0.83068 -3.81906 -0.2 -0.6 0.4
H -6.69000 0.77591 -0.70482 0.4 -0.3 0.0
H -6.40079 2.30669 -1.42028 0.2 0.3 -0.2
H -5.10045 1.55936 -0.40115 -0.4 0.2 0.3
C -1.45629 -2.59569 -2.07850 0.0 0.0 0.5
O -1.35990 -1.57218 -1.09494 0.6 1.3 -0.5
C -0.97186 -0.28840 -1.68304 -1.0 0.3 1.0
C -1.18692 0.91062 -0.70181 0.6 -1.4 -0.1
N -0.18977 0.93584 0.39447 0.0 1.7 -0.2
C -0.11374 2.30578 0.94566 -0.3 0.0 0.9
C 1.17934 2.51655 1.74043 0.1 -0.4 -1.2
O 2.28013 2.20188 0.82506 0.3 -0.1 1.1
C 3.50829 1.98141 1.56080 -0.9 -0.4 0.1
H -2.39394 -2.52233 -2.62943 -0.2 0.0 -0.1
H -1.39347 -3.53665 -1.53193 -0.3 -0.1 0.0
H -0.63411 -2.62162 -2.79366 0.2 0.4 -0.1
H -1.66298 -0.03321 -2.48637 0.1 -0.3 -0.5
H 0.04994 -0.36808 -2.05409 0.0 0.2 0.0
H -2.21182 0.82854 -0.33996 -0.1 -0.5 0.7
H -1.25955 1.87316 -1.20812 0.7 -0.1 -0.7
H 0.75878 0.88882 0.05076 0.1 -0.9 -0.8
H -1.01069 2.44012 1.55026 0.1 0.2 0.6
H -0.16409 3.14762 0.25510 0.0 -0.2 -1.0
H 1.15139 1.86137 2.61110 0.5 0.0 0.1
H 1.31709 3.56323 2.01171 -0.3 0.0 0.4
H 4.36920 1.81713 0.91276 -0.3 0.4 -0.4
H 3.40776 1.05887 2.13256 -0.1 -0.2 0.2
H 3.70722 2.78758 2.26693 0.0 0.2 -0.2
C -1.96421 -1.68115 6.91922 1.2 -1.2 1.7
O -1.97180 -1.34465 5.59509 -0.1 0.5 -2.2
C -0.69397 -1.11899 4.92676 -1.3 1.8 -0.7
C -0.86393 -0.26840 3.58519 1.2 -2.1 -0.1
N -1.29245 -1.08733 2.42187 -1.7 -0.6 1.8
C -2.76693 -1.27341 2.48229 -0.5 0.0 -1.0
C -3.37349 -2.23593 1.39820 0.2 0.2 1.5
O -4.74300 -2.67657 1.69295 1.2 0.5 -0.9
C -5.67774 -1.61187 1.55492 0.6 -0.1 1.1
H -2.89753 -2.00204 7.38188 -0.7 0.3 -1.0
H -1.60544 -0.91894 7.61090 0.3 0.5 -0.2
H -1.33905 -2.56005 7.07670 0.4 -0.2 0.1
H -0.12452 -1.99982 4.63016 -0.3 -0.4 0.4
H -0.10800 -0.46864 5.57621 0.3 -0.2 0.3
H 0.17008 -0.06871 3.30405 0.3 0.4 0.3
H -1.32915 0.69996 3.76941 -0.6 0.0 -0.1
H -0.98950 -0.69491 1.54191 0.0 0.4 0.0
H -3.22964 -0.29909 2.32509 -0.3 0.4 0.1
H -3.10840 -1.62203 3.45695 0.4 -0.1 0.1
H -2.75070 -3.12891 1.45139 -0.2 -0.2 -0.4
H -3.26524 -1.73173 0.43790 -0.4 -0.3 -0.3
H -5.55623 -1.05044 0.62857 0.0 0.0 -0.2
H -5.48782 -0.96580 2.41202 -0.3 0.6 -0.1
H -6.69160 -1.99328 1.67622 0.1 -0.2 -0.3
```
Positions in Å, forces in eV/Å.

Results
* calculated total energy: -4870.548146 Eh
* LUMO: 0.519 eV
* energy above the lowest of the compared OMol25 structures with the same formula, charge and spin: 126.96 kcal per mole
* total charge: 0
* orbital gap: 0.3235 Ha
* SMILES: COCCNCCOC.COCCNCCOC.COCCNCCOC.COCCNCCOC.COCCNCCOC.COCCNCCOC.COCCNCCOC.COCCNCCOC.COCCNCCOC.COCCNCCOC.COCCNCCOC
* HOMO: -8.284 eV

Here are the Löwdin charges for atoms 1 to 8, given in e: atom 1 (C): -0.10, atom 2 (O): -0.23, atom 3 (C): -0.17, atom 4 (C): -0.20, atom 5 (N): -0.05, atom 6 (C): -0.20, atom 7 (C): -0.21, atom 8 (O): -0.20